No. 1
ORCA calculation (ωB97M-V with the def2-TZVPD basis set) on a structure of composition C23H27FIrNO.

Summary:
Gap between HOMO and LUMO = 0.2540 Ha
Maximum force = 0.6 eV Å⁻¹
Charge = +2
Highest occupied orbital energy = -14.77 eV
ΔE to the lowest compared entry with this formula, charge and spin = 1.965 eV

CARTESIAN COORDINATES (ANGSTROEM)
Ir -0.28844 0.33413 0.31267
C 0.05869 -2.63271 -2.30165
C -1.05413 -1.85414 -1.67566
C -2.13505 -2.47666 -1.09207
C -3.18726 -1.75243 -0.49954
C -4.33098 -2.47229 0.14100
C -3.18194 -0.36050 -0.57342
C -2.18303 0.29892 -1.29281
C -2.42519 1.69529 -1.80200
C -1.03414 -0.42474 -1.72757
H -0.21858 -2.89664 -3.32519
H 0.25021 -3.56339 -1.76819
H 0.97918 -2.05164 -2.35132
H -2.17372 -3.56039 -1.07283
H -5.20172 -2.42857 -0.51781
H -4.61909 -2.00109 1.08060
H -4.10385 -3.52068 0.32041
H -4.02529 0.20457 -0.19457
H -1.51762 2.18154 -2.15023
H -2.92324 2.33015 -1.06950
H -3.09950 1.59223 -2.65635
H -0.35106 0.05537 -2.42155
O 0.33286 0.92728 2.25258
C 1.51512 1.77443 2.56322
C 2.79672 0.98027 2.43966
C 2.92026 0.21328 1.10911
C 2.19097 -1.08766 1.19545
C 2.83505 -2.18747 1.75068
C 2.15930 -3.36754 1.98710
C 0.80641 -3.42494 1.68660
C 0.21264 -2.32196 1.12408
N 0.89202 -1.19072 0.84385
H -0.40067 1.22569 2.80518
H 1.36830 2.12975 3.58157
H 1.50594 2.62582 1.88894
H 2.90235 0.29885 3.28515
H 3.61187 1.70236 2.51099
H 3.96563 0.01092 0.88307
H 2.53076 0.82401 0.30095
H 3.88124 -2.08828 2.00689
H 2.66918 -4.21906 2.41716
H 0.21186 -4.30504 1.88511
H -0.84062 -2.31958 0.88839
F 1.17980 5.54338 -2.19405
C 0.95996 4.36219 -1.63116
C 1.65066 3.25659 -2.11790
C 1.42025 2.01799 -1.54780
C 0.51532 1.91971 -0.49184
C -0.13376 3.04161 0.02148
C 0.06840 4.28132 -0.58114
H 2.34436 3.38421 -2.93809
H 1.92121 1.14220 -1.94082
H -0.80066 2.97993 0.87760
H -0.42698 5.17409 -0.22445

No. 2
ORCA calculation (ωB97M-V with the def2-TZVPD basis set) on an isolated molecule of C23H27N3O3S.

Summary:
Gap between HOMO and LUMO = 0.3132 Ha
Maximum force = 1.1 eV Å⁻¹
Charge = 0
Highest occupied orbital energy = -8.10 eV
ΔE to the lowest compared entry with this formula, charge and spin = 1.939 eV
SMILES = O=C(CSCc1ccccc1)N/N=C/c1ccc(OCC(=O)N2CCCCC2)cc1

CARTESIAN COORDINATES (ANGSTROEM)
O 5.40472 -0.17363 -2.58538
C 5.62065 0.57271 -1.66368
N 4.66537 1.13942 -0.87566
N 3.37393 0.79349 -0.97378
C 2.54990 1.22796 -0.10940
C 1.16056 0.83793 -0.13716
C 0.26487 1.33464 0.81291
C -1.05469 0.94600 0.80263
C -1.51904 0.04328 -0.15760
C -0.63143 -0.45982 -1.10697
C 0.68998 -0.06420 -1.09204
H 1.38838 -0.44877 -1.81762
H -0.96293 -1.16146 -1.85610
O -2.84080 -0.26563 -0.08250
C -3.38364 -1.17188 -1.02040
H -3.28121 -0.79024 -2.04710
C -4.86573 -1.41005 -0.70470
O -5.26796 -2.54158 -0.51013
N -5.67706 -0.33787 -0.70758
C -5.29538 1.04509 -0.87461
C -5.42510 1.78334 0.45882
H -4.73421 1.33214 1.17275
H -5.14882 2.83019 0.32518
C -6.85690 1.66738 0.97530
H -7.53278 2.18430 0.28926
H -6.94327 2.14431 1.95300
C -7.25690 0.19695 1.07165
C -7.05363 -0.49270 -0.27695
H -7.26181 -1.56100 -0.20562
H -7.70922 -0.04645 -1.03258
H -8.30049 0.10367 1.37447
H -6.63788 -0.30292 1.81890
H -5.97570 1.49441 -1.60915
H -4.27931 1.12576 -1.25222
H -2.88844 -2.14787 -0.95261
H -1.75415 1.32446 1.53148
H 0.61083 2.03147 1.56273
H 2.86778 1.89588 0.70310
H 4.97163 1.71778 -0.08573
C 7.02923 1.00135 -1.27777
H 7.20410 2.02977 -1.59758
H 7.75198 0.34837 -1.76783
S 7.33281 0.99545 0.51594
C 7.11673 -0.78933 0.88649
C 5.67988 -1.20077 0.90367
C 5.16940 -2.05616 -0.06346
C 3.83073 -2.40728 -0.04826
C 2.99136 -1.91347 0.93386
C 3.49389 -1.06056 1.90296
C 4.82917 -0.70475 1.88674
H 5.22470 -0.03049 2.63430
H 2.84129 -0.66985 2.67019
H 1.94563 -2.18153 0.94141
H 3.44453 -3.06470 -0.81165
H 5.81651 -2.44171 -0.83751
H 7.69281 -1.34183 0.14486
H 7.57511 -0.90899 1.86875

No. 3
ORCA calculation (ωB97M-V with the def2-TZVPD basis set) on an isolated molecule of C23H27N3O5.

Summary:
Gap between HOMO and LUMO = 0.3216 Ha
Maximum force = 0.8 eV Å⁻¹
Charge = 0
Highest occupied orbital energy = -8.28 eV
ΔE to the lowest compared entry with this formula, charge and spin = 1.211 eV
SMILES = COc1ccc(N2C[C@H](C(=O)N[C@@H](C)C(=O)N[C@H](CO)c3ccccc3)CC2=O)cc1

CARTESIAN COORDINATES (ANGSTROEM)
C -5.55288 -4.05767 -0.59208
H -6.27300 -4.73922 -0.14239
O -5.58742 -2.89331 0.19674
C -4.77141 -1.85754 -0.13469
C -3.89248 -1.84230 -1.21071
C -3.10766 -0.72798 -1.45544
C -3.17814 0.39029 -0.63370
C -4.05892 0.37283 0.44836
C -4.84394 -0.73154 0.68767
H -5.52792 -0.74895 1.52065
H -4.13923 1.23296 1.09108
N -2.35370 1.50504 -0.87857
C -2.59044 2.78667 -0.47345
O -3.52973 3.18097 0.17644
C -1.44043 3.65064 -0.97582
C -0.35049 2.65380 -1.36389
C 0.63125 2.37724 -0.23085
O 1.83904 2.43355 -0.39673
N 0.07367 2.04372 0.94408
H -0.92625 1.94231 1.02790
C 0.85071 1.74298 2.13649
C 0.00153 1.97154 3.37506
H 0.60433 1.82289 4.26623
H -0.40007 2.98179 3.38176
H -0.81616 1.25456 3.39973
H 1.72734 2.40249 2.12932
C 1.34605 0.28228 2.06467
O 0.91200 -0.59153 2.79411
N 2.27419 0.09833 1.11943
H 2.52826 0.88890 0.53244
C 2.80846 -1.20299 0.73520
C 3.70699 -1.03222 -0.45848
C 3.55533 -1.83841 -1.57844
C 4.39564 -1.69199 -2.66827
C 5.39576 -0.73551 -2.65017
C 5.55549 0.07015 -1.53547
C 4.71822 -0.07814 -0.44482
H 4.85329 0.54921 0.42357
H 6.33564 0.81630 -1.51484
H 6.04949 -0.61879 -3.50161
H 4.26698 -2.32472 -3.53409
H 2.77609 -2.58685 -1.59558
H 1.97105 -1.86964 0.48368
C 3.56934 -1.87255 1.90872
O 2.74115 -2.65393 2.71245
H 1.97728 -2.10393 2.97357
H 4.32984 -2.54695 1.50448
H 4.07479 -1.08816 2.49298
H 0.24182 2.98412 -2.21857
C -1.15782 1.38804 -1.69217
H -0.61349 0.47302 -1.44265
H -1.41461 1.36547 -2.75835
H -1.13354 4.36685 -0.21476
H -1.79082 4.21389 -1.84311
H -2.44530 -0.74535 -2.30660
H -3.80611 -2.68887 -1.87317
H -4.56131 -4.52166 -0.58099
H -5.84778 -3.85212 -1.62633

No. 4
ORCA calculation (ωB97M-V with the def2-TZVPD basis set) on a structure of composition C23H27N3OPSeSn.

Summary:
Gap between HOMO and LUMO = 0.2881 Ha
Maximum force = 0.9 eV Å⁻¹
Charge = +1
Highest occupied orbital energy = -10.93 eV
ΔE to the lowest compared entry with this formula, charge and spin = 0.134 eV

CARTESIAN COORDINATES (ANGSTROEM)
Sn -0.14459 -0.64415 -0.38009
N -0.67765 -1.06527 2.14886
C -2.03237 -0.79640 2.70484
C -2.14303 0.60545 3.29409
C -2.49542 1.74330 2.33426
C -1.42379 2.19288 1.34298
N -1.48818 1.46217 0.04445
H -0.53169 -2.07060 2.11821
H 0.02165 -0.71621 2.79833
H -2.26160 -1.52407 3.48149
H -2.76534 -0.93064 1.90559
H -1.21474 0.84965 3.82464
H -2.92611 0.57280 4.05331
H -2.74610 2.60985 2.94519
H -3.40876 1.48532 1.78656
H -0.42691 2.05151 1.76798
H -1.54908 3.25961 1.15863
H -1.10220 2.06204 -0.68160
H -2.46182 1.33108 -0.22030
Se -0.89535 -1.91100 -2.49906
C -1.23491 -2.79542 -4.07905
N -1.44819 -3.35488 -5.06792
O 1.96021 0.24468 -0.31479
P 2.80958 0.73601 -1.48938
C 2.64358 -0.34949 -2.90056
C 3.10127 -1.66280 -2.73481
C 2.85353 -2.60718 -3.71518
C 2.15616 -2.24905 -4.86438
C 1.71650 -0.94563 -5.04027
C 1.94997 0.00593 -4.05760
C 4.53524 0.80912 -1.03511
C 5.52745 0.66462 -2.00595
C 6.86183 0.78555 -1.64492
C 7.20139 1.04684 -0.32405
C 6.21341 1.19303 0.64207
C 4.87786 1.07595 0.29017
C 2.29177 2.39340 -1.95123
C 2.79100 3.02739 -3.09034
C 2.37049 4.31045 -3.40706
C 1.46493 4.97090 -2.58544
C 0.98691 4.35580 -1.43647
C 1.39809 3.06705 -1.11991
H 3.65325 -1.93557 -1.84162
H 3.20202 -3.62411 -3.58662
H 1.94283 -2.99203 -5.62156
H 1.16791 -0.67581 -5.93400
H 1.58286 1.01531 -4.18985
H 5.25853 0.44345 -3.03308
H 7.63627 0.67171 -2.39315
H 8.24409 1.12817 -0.04403
H 6.48644 1.40010 1.66916
H 4.09861 1.17867 1.03668
H 3.50856 2.52264 -3.72808
H 2.75042 4.79674 -4.29712
H 1.14112 5.97285 -2.83930
H 0.30401 4.88557 -0.78346
H 1.05617 2.58400 -0.21009